1.
Molecular formula: C39H40O27
Method: DFT, ωB97M-V/def2-TZVPD

Each line ends with the Löwdin charge.
Element x y z (Å)
H 4.607 -0.716 -5.529  0.140
O -3.438 1.127 4.819  0.120
C -0.032 -3.054 3.512  -0.075
H 0.923 2.764 -3.235  0.105
O -6.805 -4.115 -0.961  0.100
C 6.446 -2.686 1.603  -0.428
C 1.339 -3.158 1.695  -0.614
O 3.725 -0.745 -3.534  0.060
H 1.531 0.531 3.705  0.115
C -6.765 -5.382 -1.335  -0.529
C 1.625 3.405 -2.724  0.041
O -1.218 -0.494 0.535  0.035
O 3.383 -1.728 4.334  0.109
H 6.548 0.388 -4.149  0.137
C 1.736 1.426 4.293  -0.145
H -2.441 2.419 -0.144  0.116
O -5.416 2.542 -0.830  0.086
O 3.396 0.081 -1.343  0.044
C -2.205 0.760 -4.403  -0.410
O -1.046 -0.884 -1.689  0.031
O -5.483 -5.798 -1.251  0.066
H -4.423 1.149 0.439  0.119
H -5.622 -3.362 0.580  0.142
O 1.866 -3.069 0.586  0.127
C -5.181 0.948 -4.164  -0.357
H 0.073 1.112 0.337  0.110
C -4.695 -4.879 -0.510  -0.125
H -0.035 -5.069 3.276  0.135
O -2.836 -1.761 -0.577  0.136
H -3.836 -4.438 -1.014  0.125
H 0.880 1.601 4.945  0.117
H 0.143 -2.438 4.394  0.121
O 4.691 5.208 -3.193  0.127
H -2.030 2.068 2.101  0.124
H -1.116 -3.091 3.614  0.130
O 5.057 0.878 -2.800  0.071
C 1.204 3.706 -1.357  -0.401
C 5.474 0.560 -4.082  -0.162
C 5.270 -3.032 3.795  0.051
H -4.869 -1.199 -3.810  0.118
O 0.197 3.219 -0.888  0.094
O 1.716 -4.089 2.533  0.080
H 5.462 -1.595 -4.178  0.137
H -2.627 3.078 4.353  0.142
H -2.710 1.650 -1.817  0.117
H -4.814 2.976 -4.870  0.129
C 4.217 -2.054 3.511  -0.412
C -5.593 -3.719 -0.449  -0.178
C -1.821 -1.113 -0.521  -0.466
C -4.327 2.040 -4.641  -0.005
O -3.468 0.804 2.734  0.044
H 5.249 -1.356 0.337  0.115
H -4.386 -5.464 0.357  0.139
H 1.031 -0.957 -1.455  0.120
H 5.255 -3.531 4.752  0.117
O 7.338 -2.829 0.832  0.146
C 4.060 1.678 4.165  -0.429
C -4.459 1.516 -0.587  -0.091
C 2.316 4.267 -0.599  0.049
C -3.024 1.966 -4.795  0.028
C -2.976 -0.371 -4.046  0.000
C 6.281 -3.346 2.897  0.052
C -3.126 2.172 -0.955  -0.114
H 4.259 5.029 -0.565  0.122
C 4.824 -0.758 -4.462  -0.088
O -0.994 0.856 -4.466  0.099
C 0.051 0.060 0.052  -0.095
C 0.760 -4.365 3.524  -0.100
O -5.395 4.575 -1.747  0.189
O -6.412 0.931 -4.119  0.120
H 2.234 4.372 0.473  0.107
H 1.867 3.523 3.954  0.130
O 5.257 1.507 4.376  0.141
O -5.132 -0.118 4.040  0.118
C -4.327 -0.275 -3.953  0.047
H 5.214 1.377 -4.755  0.133
C 4.288 -1.614 2.152  0.008
H 0.414 0.547 -2.019  0.116
H 3.480 -1.085 1.669  0.114
C 3.473 4.712 -1.233  0.045
C -2.421 2.007 4.364  -0.089
C 4.027 0.057 -2.480  -0.433
H -2.461 2.761 -5.262  0.125
C -4.849 3.574 -1.484  -0.602
H -5.219 -2.860 -1.006  0.118
H -2.495 -1.331 -3.928  0.127
C 2.748 3.904 -3.387  0.054
H -1.347 0.789 3.060  0.116
H 1.118 -4.517 4.543  0.140
H -1.445 1.848 4.822  0.115
O -7.754 -6.069 -1.617  0.116
C -2.210 1.450 2.981  -0.122
C 2.095 2.622 3.385  -0.124
O -3.544 3.323 -1.630  0.051
O 3.495 2.460 3.171  0.037
C 3.715 4.741 -2.652  -0.423
H 6.961 -4.146 3.150  0.115
C 0.171 -0.294 -1.369  -0.168
O 0.333 -2.496 2.201  0.072
H -4.520 0.635 -1.226  0.112
H 0.748 -0.569 0.606  0.109
H 1.536 2.607 2.449  0.116
O 2.965 1.229 4.955  0.014
H 3.090 3.652 -4.380  0.117
C -4.146 0.631 3.896  -0.571
C 5.331 -1.801 1.317  0.046

## Properties
HOMO energy   -10.418 eV
Frontier orbital gap   7.9 eV
Lowest unoccupied orbital energy   -2.496 eV
2S+1   1
SMILES   O=C1C=CC(=O)C=C1.O=C1C=CC(=O)C=C1.O=C1C=CC(=O)C=C1.O=C1OCCO1.O=C1OCCO1.O=C1OCCO1.O=C1OCCO1.O=C1OCCO1.O=C1OCCO1.O=C1OCCO1

2.
Molecular formula: C39H41AsGdN2O5S
Method: DFT, ωB97M-V/def2-TZVPD

Each line ends with the Löwdin charge.
Element x y z (Å)
C -1.655 -3.443 -3.063  -0.041
C -1.676 -1.065 -2.701  -0.117
C -0.485 -3.319 -3.792  -0.053
C 5.316 -2.327 0.337  -0.078
H -4.592 1.422 -1.750  0.100
H -2.109 -4.414 -2.926  0.117
Gd -0.272 0.517 -0.094  1.397
H 3.928 3.187 -0.922  0.081
C -2.958 -1.778 0.652  -0.157
H -6.570 -0.481 1.092  0.126
C -3.261 -0.413 0.325  -0.253
C -1.621 -2.296 0.708  -0.038
C 2.106 3.263 4.176  -0.299
C -1.420 3.844 -5.953  -0.064
C 4.395 -3.550 2.185  -0.072
H 2.068 4.743 -0.801  0.116
C -3.986 -2.642 1.082  -0.051
H -2.134 2.205 -2.537  0.079
C 0.841 3.431 3.345  -0.283
H 0.176 2.415 -6.136  0.109
C -0.473 -0.949 -3.395  -0.272
C -2.476 4.298 -5.176  -0.059
O 1.651 -0.150 0.390  -0.206
C 4.095 -1.713 0.132  -0.028
N -0.558 -1.626 0.387  -0.119
C -4.617 -0.003 0.488  -0.194
H -2.193 -0.170 -2.353  0.090
H 3.336 2.260 0.459  0.064
C 4.622 1.829 -5.003  -0.059
O 0.361 1.408 -1.897  -0.602
C -2.754 3.691 -3.960  -0.059
As 0.265 0.863 -3.457  1.300
C 2.046 1.159 -4.222  -0.277
C -2.258 -2.313 -2.530  -0.053
H 5.634 2.081 -5.285  0.113
H 2.454 2.223 -1.072  0.047
C 3.005 -2.044 0.931  -0.155
H -5.214 2.870 -0.929  0.096
C -4.557 2.007 -0.824  -0.093
C 2.491 2.475 -4.113  -0.112
C 3.163 -2.961 1.966  -0.025
O -5.066 1.279 0.265  -0.073
H 2.721 4.608 0.830  0.110
H -3.572 4.030 -3.345  0.109
C 0.111 -2.077 -3.955  -0.078
O -2.358 0.439 -0.099  -0.265
C 2.236 1.854 4.741  -0.101
H -0.029 -4.187 -4.244  0.115
C -5.276 -2.207 1.242  -0.074
H 3.231 1.708 5.151  0.081
H -3.077 5.129 -5.513  0.113
H 1.019 -2.000 -4.535  0.084
H 2.970 3.489 3.545  0.105
C 0.830 3.621 0.542  -0.302
C 2.889 0.186 -4.737  -0.080
C 3.777 2.808 -4.501  -0.061
C 4.173 0.527 -5.134  -0.063
H 4.822 -0.229 -5.546  0.113
H -0.045 3.099 3.882  0.108
S 0.988 2.338 1.863  0.992
H 0.714 4.462 3.029  0.091
H 6.422 -3.724 1.516  0.104
O -0.340 1.643 1.755  -0.607
H 4.524 -4.251 2.997  0.106
H 6.152 -2.089 -0.303  0.103
C -1.959 2.650 -3.514  -0.097
H -6.050 -2.881 1.577  0.107
H 2.557 -0.837 -4.835  0.082
H 2.102 3.985 4.995  0.118
H 3.976 -0.989 -0.662  0.112
H 1.816 3.228 -3.713  0.113
C 3.033 2.859 -0.398  -0.112
H -3.533 2.352 -0.644  0.072
C -0.642 2.778 -5.525  -0.090
C 5.469 -3.245 1.363  -0.080
H 1.511 1.690 5.534  0.083
H 0.232 4.449 0.921  0.100
H 0.269 3.114 -0.262  0.062
C -0.911 2.183 -4.297  -0.276
H -3.192 -2.399 -1.996  0.115
C 1.690 -1.417 0.650  -0.448
H -1.489 -3.303 1.109  0.142
H 2.319 -3.198 2.596  0.112
C -5.577 -0.878 0.956  0.016
N 0.662 -2.225 0.674  0.095
C 2.199 4.060 0.043  -0.266
H -3.726 -3.667 1.297  0.112
H 2.069 1.111 3.963  0.056
H 4.124 3.826 -4.420  0.112
H -1.194 4.329 -6.889  0.111

## Properties
HOMO energy (alpha / beta)   -9.940 / -9.947 eV
Frontier orbital gap (alpha / beta)   7.6 / 5.6 eV
<S²>   16.01
Net charge   +1
Lowest unoccupied orbital energy (alpha / beta)   -2.295 / -4.310 eV
2S+1   8
ΔE to the lowest compared entry with this formula, charge and spin   0.0 kJ/mol

Which formula does entry 1 have?
C39H40O27

Which of these has the lowest 2S+1?
C39H40O27